1.
Density functional theory data (wB97M-V/def2-TZVPD) for a structure of composition C19H43Cl2F3P2Pd.

Geometry as ORCA input:
```
! RIJCOSX wB97M-V def2-TZVPD def2/J DEFGRID3
* xyz 0 5
Pd 0.0578 0.0706 0.0393
Cl -0.2989 -0.3961 -2.1997
P 0.4496 2.2554 -0.8799
C -0.8457 2.9511 -2.0297
C 0.7355 3.6426 0.3342
C 1.9639 2.2624 -1.9714
C -2.2738 2.5642 -1.6267
H -0.6205 2.4359 -2.9790
C -0.7572 4.4652 -2.2540
H -1.1901 5.0288 -1.4181
H -1.3320 4.7169 -3.1567
H 0.2586 4.8327 -2.4165
H -2.4641 1.5064 -1.8309
H -2.9879 3.1638 -2.2100
H -2.4689 2.7550 -0.5640
H 1.6589 1.4933 -2.7036
C 3.2066 1.7845 -1.2184
C 2.2540 3.5399 -2.7625
H 1.4657 3.7477 -3.4994
H 3.1940 3.3963 -3.3116
H 2.4080 4.4133 -2.1162
H 2.9720 1.3184 -0.2532
H 3.9180 2.6011 -1.0409
H 3.7124 1.0365 -1.8484
C -0.4767 3.8318 1.2494
H 0.8545 4.5438 -0.2887
C 2.0065 3.4541 1.1598
H -1.3702 4.1717 0.7161
H -0.2257 4.5988 1.9945
H -0.6973 2.9042 1.7947
H 2.0208 2.4653 1.6397
H 2.0142 4.2070 1.9596
H 2.9128 3.6055 0.5665
Cl 0.3052 0.5528 2.3145
H -1.4344 0.6635 0.2542
P -0.7777 -2.2182 0.5123
C -0.2591 -3.5951 -0.6678
C -0.5309 -2.9765 2.2153
C -2.6203 -2.2845 0.2764
C 1.0847 -3.3025 -1.3255
H -1.0237 -3.5183 -1.4654
C -0.2579 -5.0393 -0.1357
H 0.5750 -5.2345 0.5587
H -0.1123 -5.6987 -1.0082
H -1.1943 -5.3384 0.3445
H 1.0159 -2.3969 -1.9415
H 1.3414 -4.1462 -1.9866
H 1.9007 -3.1651 -0.6055
H -2.7088 -2.0099 -0.7888
C -3.3535 -1.2234 1.1065
C -3.2248 -3.6813 0.4664
H -2.9143 -4.3742 -0.3196
H -4.3197 -3.6122 0.4291
H -2.9657 -4.1120 1.4431
H -2.6788 -0.4709 1.5328
H -3.9264 -1.6709 1.9286
H -4.0657 -0.6906 0.4624
C 0.9510 -2.9485 2.5726
H -0.8304 -4.0357 2.1230
C -1.3541 -2.3248 3.3302
H 1.5410 -3.6564 1.9790
H 1.0802 -3.2427 3.6243
H 1.3536 -1.9292 2.4650
H -1.1752 -1.2424 3.3892
H -1.0288 -2.7563 4.2887
H -2.4254 -2.5209 3.2284
F 3.6322 -1.1199 -0.6171
C 3.1204 -1.2841 0.6299
F 3.6085 -2.4672 1.1026
F 3.6175 -0.2969 1.4095
*
```

As for the HOMO energy (alpha / beta): -6.4 / -8.7 eV. The calculation puts the max |F| at 3.552 eV Å⁻¹. The expectation value of S² is 6.0136. The LUMO energy (alpha / beta) comes out at 0.8 / -3.1 eV. The total energy comes out at -75652.3878 eV. As for the frontier orbital gap (alpha / beta): 7.20 / 5.57 eV.


2.
Density functional theory data (wB97M-V/def2-TZVPD) for a structure of composition C19H43ErN2O2P3.

Geometry as ORCA input:
```
! RIJCOSX wB97M-V def2-TZVPD def2/J DEFGRID3
* xyz 3 4
Er 0.4646 -1.4956 0.6725
P 1.6646 -0.8536 -1.9019
P 1.0430 2.5028 -0.4656
P -1.7793 0.4816 -1.8765
H -0.0450 -2.0855 3.4832
C -0.2918 -2.8262 2.7188
C 0.6037 -3.3739 1.8356
H 1.7166 -3.3780 1.9491
C 3.3256 -1.5366 -1.4534
C 2.2062 0.4677 -3.0925
C 1.0362 -2.1392 -3.0626
C 0.1435 3.5367 0.7698
C 2.7244 3.0976 -0.0656
C 0.7339 3.5710 -1.9568
C -2.9040 -0.8849 -2.0287
C -1.5367 0.9522 -3.5701
C -2.6293 1.8170 -1.0449
H -1.1994 -3.3778 2.9989
H 0.2197 -3.9866 0.9954
H 3.3746 -1.8587 -0.3998
H 4.1333 -0.8035 -1.6192
H 3.5188 -2.4123 -2.0840
H 2.8722 1.2089 -2.6127
H 1.3519 1.0205 -3.5208
H 2.7644 0.0098 -3.9314
H 0.5233 -2.9414 -2.5188
H 1.8891 -2.5661 -3.5966
H 0.3224 -1.7195 -3.7784
H 0.7014 4.4793 0.8966
H 0.1250 2.9866 1.7230
H -0.8991 3.7500 0.4759
H 2.7019 4.1575 0.2005
H 3.3731 2.9565 -0.9324
H 3.1490 2.5360 0.7691
H 0.5483 4.6141 -1.6543
H -0.1476 3.2185 -2.5127
H 1.5830 3.5459 -2.6600
H -3.4329 -0.6983 -2.9690
H -3.6015 -0.8357 -1.1892
H -2.3644 -1.8401 -2.0924
H -2.5175 0.7096 -4.0192
H -0.7648 0.3578 -4.0833
H -1.3760 2.0370 -3.6438
H -3.6864 1.5479 -1.1324
H -2.3997 2.7579 -1.5642
H -2.3363 1.8715 0.0146
C -2.6296 -1.0769 1.3554
C -3.3974 -0.4000 2.3336
C -4.5316 -1.0577 2.8367
C -4.9963 -2.2665 2.3096
C -4.2212 -2.8829 1.3157
C -3.0688 -2.3154 0.7713
O -1.4425 -0.5632 1.0100
H -0.7693 0.3044 -0.8568
H -3.0774 0.5901 2.6640
H -5.0836 -0.6051 3.6481
H -5.9276 -2.8089 2.6225
H -4.5396 -3.8520 0.9611
H -2.5365 -2.7698 -0.0886
C 1.8150 -0.0664 4.2832
N 3.0327 0.1735 3.4897
C 3.0300 -0.0078 2.1768
N 4.0614 0.3946 1.4217
O 2.0303 -0.5439 1.5787
H 1.3742 -1.0571 4.0463
H 1.0625 0.7319 4.0966
H 2.1155 -0.0544 5.3413
H 3.8589 0.6075 3.9241
H 4.0506 0.1811 0.4370
H 4.8881 0.7663 1.8520
*
```

As for the HOMO energy (alpha / beta): -15.9 / -15.9 eV. The calculation puts the max |F| at 5.464 eV Å⁻¹. The expectation value of S² is 3.7531. The LUMO energy (alpha / beta) comes out at -10.3 / -10.3 eV. The total energy comes out at -82938.6761 eV. As for the frontier orbital gap (alpha / beta): 5.53 / 5.57 eV.